Record 1
Computed, not measured: one molecule with the formula C4H5NO2, with ωB97M-V with the def2-TZVPD basis set.

The calculation puts the gap between HOMO and LUMO (spin up / spin down) at 0.2596 / 0.2637 Eh. Its molecular weight is 99.09 g mol⁻¹.

ORCA input file:
```
! wB97M-V def2-TZVPD RIJCOSX def2/J DEFGRID3
* xyz 0 1
C -0.232 -1.939 -0.708
O -0.914 -0.732 -1.109
C -0.598 0.330 -0.288
N -1.477 0.247 0.644
O -0.228 1.878 1.664
C 0.609 2.000 0.728
C 0.479 1.208 -0.406
H 0.541 -1.708 0.030
H -0.953 -2.642 -0.284
H 0.220 -2.352 -1.612
H 1.457 2.711 0.799
H 1.111 1.217 -1.274
*
```

Atom charges from the Löwdin analysis, given in e for atoms 1 to 5: C -0.039; O -0.076; C -0.517; N 0.409; O 0.003



Record 2
Computed, not measured: a 2-piece molecular cluster, C2H2NO2S overall, with ωB97M-V with the def2-TZVPD basis set.

The calculation puts the gap between HOMO and LUMO at 0.2764 Eh. Its molecular weight is 104.11 g mol⁻¹.

ORCA input file:
```
! wB97M-V def2-TZVPD RIJCOSX def2/J DEFGRID3
* xyz -1 1
C -1.948 -0.036 -0.009
C 2.644 -0.227 -0.625
N 3.665 -0.458 -1.006
O -1.582 -0.965 -0.687
O -1.485 0.779 0.863
S 0.075 1.028 1.531
H -3.143 0.191 -0.065
H 1.774 -0.311 -0.002
*
```

Atom charges from the Löwdin analysis, given in e for atoms 1 to 5: C -0.591; C -0.138; N 0.019; O -0.015; O -0.638



Record 3
Computed, not measured: a 2-piece molecular cluster, C5H11O2 overall, with ωB97M-V with the def2-TZVPD basis set.

The calculation puts the gap between HOMO and LUMO at 0.2966 Eh. Its molecular weight is 103.14 g mol⁻¹.

ORCA input file:
```
! wB97M-V def2-TZVPD RIJCOSX def2/J DEFGRID3
* xyz -1 1
C -0.396 1.440 -0.956
C -0.059 1.754 0.484
C -1.713 0.612 -1.045
H -0.609 2.339 -1.549
H 0.432 0.921 -1.439
H -0.033 0.828 1.065
H -0.874 2.369 0.887
H -1.453 -0.441 -0.946
H -2.254 0.911 -0.142
H 0.876 2.280 0.683
H -2.331 0.800 -1.917
C 1.725 -1.907 1.068
C 0.509 -2.048 0.122
O -0.585 -2.118 0.745
O 0.691 -2.064 -1.110
H 2.706 -1.844 0.594
H 1.807 -2.777 1.728
H 1.563 -1.052 1.727
*
```

Atom charges from the Löwdin analysis, given in e for atoms 1 to 5: C -0.318; C -0.139; C -0.109; H 0.081; H 0.091



Record 4
Computed, not measured: C2H6INO2S as an isolated structure, with ωB97M-V with the def2-TZVPD basis set.

The calculation puts the gap between HOMO and LUMO at 0.3013 Eh. Its molecular weight is 235.05 g mol⁻¹.

ORCA input file:
```
! wB97M-V def2-TZVPD RIJCOSX def2/J DEFGRID3
* xyz 0 1
C 0.748 -0.146 0.243
C 0.004 0.381 -0.895
N -3.036 -0.188 0.197
O -1.474 -2.115 0.641
O -2.305 -1.722 -1.758
S -1.859 -1.203 -0.457
I -3.501 1.337 -1.090
H 0.381 0.429 1.147
H 0.703 -1.197 0.438
H 1.875 -0.097 0.064
H 0.320 0.288 -1.888
H -0.828 1.039 -0.630
H -2.875 0.311 1.109
*
```

Atom charges from the Löwdin analysis, given in e for atoms 1 to 5: C -0.203; C -0.054; N -0.679; O -0.375; O -0.409



Record 5
Computed, not measured: C6H18N4O4SbSe5W as an isolated structure, with ωB97M-V with the def2-TZVPD basis set.

The calculation puts the gap between HOMO and LUMO at 0.2308 Eh. Its molecular weight is 910.63 g mol⁻¹.

ORCA input file:
```
! wB97M-V def2-TZVPD RIJCOSX def2/J DEFGRID3
* xyz -1 1
W 0.510 -2.014 0.641
N -0.022 -0.489 2.234
C 0.608 0.857 2.352
C -0.340 1.988 1.951
N -0.385 2.280 0.533
C -1.616 1.817 -0.096
C -1.663 2.043 -1.601
N -2.707 1.198 -2.177
C 0.015 3.641 0.226
C 1.514 3.829 0.459
N 2.368 2.939 -0.312
H -1.038 -0.404 2.255
H 0.202 -1.046 3.055
H 1.508 0.878 1.739
H 0.901 1.003 3.394
H -0.024 2.879 2.503
H -1.347 1.756 2.327
H -2.508 2.271 0.369
H -1.692 0.738 0.079
H -0.668 1.847 -2.016
H -1.923 3.083 -1.815
H -2.417 0.228 -2.083
H -2.753 1.356 -3.177
H -0.555 4.386 0.815
H -0.193 3.836 -0.826
H 1.743 3.683 1.520
H 1.782 4.866 0.240
H 2.351 3.194 -1.293
H 2.000 1.993 -0.262
Se -1.247 -5.314 -1.723
Sb -0.474 -4.649 0.421
Se -1.803 -2.639 1.363
Se 2.250 -2.820 1.805
Se 0.016 -6.183 2.175
O -0.110 -0.453 -2.923
Se 1.064 -1.010 -1.998
O 2.561 -0.920 -2.530
O 0.669 -2.533 -1.312
O 0.928 -0.352 -0.398
*
```

Atom charges from the Löwdin analysis, given in e for atoms 1 to 5: W 0.590; N -0.196; C -0.192; C -0.191; N -0.181



Record 6
Computed, not measured: C7H14PSTi as an isolated structure, with ωB97M-V with the def2-TZVPD basis set.

The calculation puts the gap between HOMO and LUMO (spin up / spin down) at 0.1887 / 0.1866 Eh. As for the expectation value of S²: 2.008. Its molecular weight is 209.10 g mol⁻¹.

ORCA input file:
```
! wB97M-V def2-TZVPD RIJCOSX def2/J DEFGRID3
* xyz -1 3
C -0.893 1.834 -1.099
C -0.502 3.019 -1.765
C -0.030 3.956 -0.792
C -0.122 3.343 0.497
C -0.691 2.062 0.348
Ti 0.549 -1.608 -0.075
P -1.575 -2.116 -1.114
H -1.268 0.909 -1.531
H -0.552 3.195 -2.839
H 0.327 4.961 -0.998
H -0.939 1.349 1.134
H 0.184 3.790 1.443
H -1.562 -3.368 -1.831
H -2.218 -1.328 -2.137
H -2.693 -2.374 -0.245
C 1.521 -0.421 2.353
S -0.072 -1.329 2.013
C 1.164 -3.537 -0.155
H 1.488 0.634 2.049
H 2.372 -0.945 1.893
H 1.622 -0.478 3.447
H 2.254 -3.514 0.001
H 0.683 -4.180 0.589
H 0.953 -3.855 -1.186
*
```

Atom charges from the Löwdin analysis, given in e for atoms 1 to 5: C -0.218; C -0.234; C -0.216; C -0.228; C -0.216



Record 7
Computed, not measured: a 21-piece molecular cluster, C18H60N4O20S overall, with ωB97M-V with the def2-TZVPD basis set.

The calculation puts the gap between HOMO and LUMO at 0.3042 Eh. Its molecular weight is 684.75 g mol⁻¹.

ORCA input file:
```
! wB97M-V def2-TZVPD RIJCOSX def2/J DEFGRID3
* xyz 0 1
N -2.155 2.509 0.118
N 1.693 1.095 -2.297
S -0.930 3.713 -1.982
C -1.260 2.434 -0.875
C 0.531 1.627 -2.105
C -1.315 0.411 3.059
C 3.249 -1.854 -0.615
C -1.220 1.277 1.974
C 2.767 -1.023 -1.593
C -2.610 0.017 3.422
C 3.156 -1.473 0.711
C -3.557 1.149 1.589
C 2.084 0.546 0.053
C -2.350 1.610 1.178
C 2.177 0.230 -1.286
C -3.752 0.240 2.626
C 2.582 -0.288 1.035
N 0.114 2.681 -2.884
N -0.412 1.377 -1.193
C -5.171 -0.218 2.945
C 2.742 0.280 2.426
C 0.955 3.379 -3.893
C -0.894 -0.037 -1.159
H -0.430 0.015 3.627
H 3.752 -2.784 -0.812
H -0.291 1.628 1.648
H 2.874 -1.336 -2.622
H -2.673 -0.649 4.317
H 3.589 -2.037 1.483
H -4.372 1.474 0.967
H 1.609 1.509 0.320
H -5.458 -1.092 2.383
H -5.165 -0.408 4.059
H -5.993 0.640 2.759
H 1.819 0.053 2.947
H 3.582 -0.156 2.894
H 2.918 1.365 2.470
H 1.781 2.781 -4.313
H 0.310 3.574 -4.832
H 1.424 4.292 -3.472
H -1.529 -0.213 -0.303
H -1.420 -0.422 -2.022
H -0.053 -0.721 -1.040
O -4.364 -3.655 3.424
H -5.117 -4.212 3.805
H -4.634 -3.352 2.497
O 1.072 6.819 -4.611
H 1.808 6.303 -4.145
H 0.390 7.092 -3.915
O -1.963 3.262 4.015
H -2.361 2.959 4.895
H -1.846 2.448 3.425
O 3.403 5.837 -2.806
H 3.250 4.897 -2.464
H 4.163 5.809 -3.474
O 6.299 -2.932 0.223
H 7.191 -2.826 0.688
H 5.667 -3.402 0.858
O 4.370 2.925 -5.376
H 5.120 2.370 -5.767
H 4.309 2.721 -4.387
O 1.166 -0.606 5.871
H 1.824 -0.905 6.580
H 0.707 0.233 6.201
O -1.951 -2.990 -2.197
H -1.969 -3.794 -1.583
H -2.594 -2.299 -1.831
O 0.456 -3.058 0.638
H 0.737 -4.010 0.835
H 1.174 -2.439 0.991
O -4.772 -3.179 0.387
H -5.648 -3.539 0.032
H -4.667 -2.227 0.061
O 3.996 -3.644 -3.664
H 4.043 -4.655 -3.651
H 3.021 -3.374 -3.681
O -2.044 1.552 -4.221
H -2.509 2.372 -4.590
H -1.247 1.859 -3.678
O 3.723 2.951 -2.376
H 3.231 2.070 -2.302
H 4.264 3.082 -1.532
O -4.610 -0.509 6.855
H -5.611 -0.456 6.991
H -4.391 -1.421 6.476
O 1.311 -0.664 -4.778
H 0.676 -1.443 -4.663
H 1.499 -0.272 -3.864
O -1.795 -3.094 3.107
H -2.741 -3.444 3.194
H -1.823 -2.244 2.560
O 4.920 -4.445 1.796
H 4.299 -4.210 2.559
H 4.386 -4.945 1.097
O 3.112 -5.398 -0.289
H 2.685 -4.857 -1.029
H 3.270 -6.335 -0.635
O -3.902 -0.993 -1.467
H -4.180 -0.044 -1.682
H -4.540 -1.622 -1.936
O -4.404 4.544 0.027
H -4.850 4.369 0.918
H -3.707 3.826 -0.123
*
```

Atom charges from the Löwdin analysis, given in e for atoms 1 to 5: N 0.095; N 0.118; S 1.143; C -0.527; C -0.439